C32H49BN12O3SYb | ωB97M-V/def2-TZVPD

Properties
Net charge = +1
Multiplicity = 2
M = 865.74 g/mol
F_max = 1.7 eV/A
DFT total energy = -3713.4332 a.u.
Highest occupied orbital energy (spin up / spin down) = -10.3 / -10.3 eV
LUMO energy (spin up / spin down) = -1.9 / -1.9 eV

Atoms and positions in Å:
Yb1 0.50418 0.62325 -0.58154
C1 4.70231 1.30433 -1.43622
C2 4.19525 0.09281 -0.72192
C3 4.99469 -1.03166 -0.46106
C4 4.20738 -1.97624 0.09302
C5 4.64968 -3.31325 0.56236
N1 2.95041 -1.46539 0.16923
N2 2.94012 -0.17395 -0.34282
B1 1.70783 -2.31278 0.58305
N3 0.97668 -1.59087 1.69938
N4 0.58616 -0.30561 1.58502
C6 -0.05619 -0.02711 2.73973
C7 -0.90207 1.18957 2.99464
C8 0.03542 -1.08570 3.60532
C9 0.70030 -2.10412 2.92082
C10 0.99935 -3.47993 3.36771
N5 0.70404 -2.60850 -0.61038
N6 0.11652 -1.58986 -1.31106
C11 -0.58987 -2.16745 -2.28506
C12 -1.28456 -1.40199 -3.34964
C13 -0.50438 -3.55415 -2.19100
C14 0.35166 -3.80093 -1.14837
C15 0.71557 -5.15893 -0.59421
H1 5.78083 1.16602 -1.56612
H2 4.26448 1.39076 -2.42236
H3 4.64254 2.22975 -0.88470
H4 6.02422 -1.08668 -0.69085
H5 5.72622 -3.43857 0.54111
H6 4.38341 -3.45682 1.63862
H7 4.19694 -4.14107 -0.00571
H8 2.03627 -3.35690 1.02373
H9 -1.63698 1.40615 2.23344
H10 -1.47070 1.04734 3.93187
H11 -0.30161 2.04591 3.16170
H12 -0.41236 -1.17287 4.57914
H13 0.53406 -3.63228 4.32287
H14 0.59662 -4.24629 2.69237
H15 2.06751 -3.68676 3.51726
H16 -0.96665 -0.39324 -3.49180
H17 -1.18690 -1.91000 -4.30195
H18 -2.34007 -1.37212 -3.08354
H19 -0.91908 -4.29273 -2.83748
H20 0.32859 -5.92323 -1.28170
H21 1.79487 -5.26570 -0.53249
H22 0.27222 -5.29575 0.37111
C16 -6.78384 0.89726 4.16479
C17 -5.81710 0.25017 3.19281
C18 -4.52939 -0.06985 3.60965
C19 -3.64646 -0.57737 2.67276
C20 -4.00588 -0.61174 1.34534
C21 -5.33327 -0.41584 0.95470
C22 -6.25389 -0.01100 1.90439
S1 -2.78993 -1.07012 0.10605
O1 -1.90479 -1.94585 0.81639
O2 -3.49612 -1.47652 -1.10159
N7 -1.92385 0.26108 -0.26095
C23 -2.40796 1.17886 -1.11234
C24 -3.73872 1.51884 -1.46879
C25 -3.96380 2.67151 -2.20203
C26 -2.89872 3.48871 -2.59948
C27 -1.61540 3.04387 -2.31323
N8 -1.37719 1.95068 -1.56813
H23 -6.25830 1.40584 4.98658
H24 -7.43406 0.17263 4.63044
H25 -7.41420 1.59433 3.66374
H26 -4.20391 0.02564 4.66982
H27 -2.66289 -0.93304 2.96536
H28 -5.62379 -0.68716 -0.04515
H29 -7.27678 0.18323 1.63175
H30 -4.58836 0.91007 -1.22891
H31 -4.99679 2.98881 -2.42947
H32 -3.03364 4.39385 -3.22329
H33 -0.76872 3.57543 -2.71033
N9 1.66330 2.62269 -1.72445
C28 1.78223 4.09547 -1.66996
C29 2.09403 4.68753 -0.27153
C30 2.65596 3.67727 0.76111
C31 1.56531 3.08654 1.66157
N10 0.40240 2.64637 0.84842
H34 1.25268 2.36525 -2.59957
H35 2.58712 2.25095 -1.81401
H36 0.83088 4.52820 -1.99610
H37 2.54572 4.42528 -2.38963
H38 1.22943 5.25018 0.14362
H39 2.80901 5.49470 -0.41359
H40 3.36917 4.16367 1.41244
H41 3.21188 2.84418 0.29027
H42 1.34310 3.72569 2.48064
H43 1.95412 2.20140 2.14823
H44 0.16782 3.42476 0.23984
H45 -0.42532 2.63479 1.42097
N11 2.51894 -1.79680 -2.92366
C32 2.23190 -0.59639 -3.42501
N12 2.70587 -0.32207 -4.66550
O3 1.56240 0.29215 -2.82691
H46 3.03090 -2.41726 -3.50599
H47 2.13351 -2.13467 -2.06882
H48 3.11710 -1.02431 -5.24763
H49 2.29334 0.48568 -5.11716

Atoms 1-3, force components in eV/Å:
-0.067 0.296 -0.638
0.645 -0.398 0.221
-0.309 -0.881 0.220

---

C32H49Cl5IN3O9P2Ti | ωB97M-V/def2-TZVPD

Properties
Net charge = +1
Multiplicity = 2
M = 1033.74 g/mol
F_max = 3.3 eV/A
DFT total energy = -6221.2280 a.u.
Highest occupied orbital energy (spin up / spin down) = -9.7 / -10.1 eV
LUMO energy (spin up / spin down) = -2.2 / -2.2 eV

Atoms and positions in Å:
Ti1 -1.37273 0.83546 0.57746
C1 -0.94607 2.79128 3.35105
C2 -2.45876 2.75453 3.11794
N1 -2.86643 1.39737 2.76376
C3 -2.91888 0.46764 3.89543
C4 -2.17867 -0.83605 3.54080
N2 -1.01429 -0.53469 2.70532
C5 0.14321 -0.11361 3.51009
C6 0.80683 1.13903 2.92212
N3 -0.22601 1.99688 2.33945
H1 -0.73066 2.37434 4.33644
H2 -0.60927 3.83024 3.35486
H3 -2.71830 3.40833 2.28747
H4 -2.96911 3.12311 4.01621
H5 -3.76292 1.43711 2.29688
H6 -3.94568 0.21927 4.17231
H7 -2.45077 0.92969 4.76727
H8 -2.85053 -1.49582 2.99890
H9 -1.89349 -1.35868 4.46074
H10 -0.77690 -1.34611 2.13723
H11 0.88916 -0.90892 3.60448
H12 -0.20383 0.11294 4.52017
H13 1.49927 0.86041 2.14173
H14 1.37806 1.65138 3.70566
H15 0.20034 2.61724 1.65969
Cl1 -7.07953 -1.55819 -3.15076
C7 -5.58281 -0.94873 -2.57417
C8 -5.17648 -1.18165 -1.26440
Cl2 -6.17223 -2.06432 -0.18185
C9 -3.95181 -0.69794 -0.84679
Cl3 -3.38632 -0.89720 0.76354
C10 -3.04316 -0.01532 -1.67280
O1 -1.86173 0.29630 -1.22735
C11 -3.51470 0.26119 -2.97254
Cl4 -2.53526 1.21451 -4.01069
C12 -4.74976 -0.20461 -3.41346
Cl5 -5.26006 0.13725 -5.01480
C13 0.82963 0.81150 -3.34579
C14 2.12765 0.97187 -2.59812
C15 3.33376 1.06041 -3.51173
O2 2.33639 -0.20796 -1.74269
P1 1.90483 -0.20942 -0.23684
O3 0.54791 0.24975 0.14657
C16 2.23586 -1.93358 0.23391
P2 0.79903 -3.00442 -0.23261
O4 -0.46098 -2.51139 0.33347
O5 0.78098 -3.12747 -1.78882
C17 1.76102 -3.90978 -2.53973
C18 1.11460 -5.21744 -2.95327
C19 2.22014 -3.07397 -3.71797
O6 1.23972 -4.45646 0.23044
C20 1.38689 -4.84112 1.61826
C21 2.33481 -6.02508 1.64047
C22 0.03179 -5.16674 2.22273
O7 2.91138 0.74641 0.52762
C23 4.33919 0.81251 0.25948
C24 4.68978 2.25440 -0.05158
C25 5.07910 0.29558 1.48000
H16 0.66577 1.67711 -3.98531
H17 0.00785 0.73324 -2.64034
H18 0.85723 -0.09019 -3.95856
H19 2.07103 1.85202 -1.94877
H20 3.36661 0.19239 -4.17046
H21 4.26046 1.09655 -2.93763
H22 3.26263 1.95915 -4.12239
H23 2.34247 -1.95742 1.31939
H24 3.14795 -2.29547 -0.23877
H25 2.61237 -4.12556 -1.88757
H26 0.26415 -5.02139 -3.60608
H27 0.76618 -5.75587 -2.07348
H28 1.83569 -5.83594 -3.48660
H29 1.39598 -2.92098 -4.41496
H30 3.02886 -3.58695 -4.23720
H31 2.57413 -2.10530 -3.37095
H32 1.83932 -4.00541 2.16691
H33 1.89532 -6.86103 1.09703
H34 2.53074 -6.32797 2.66803
H35 3.28003 -5.76465 1.16490
H36 -0.37915 -6.06280 1.75754
H37 -0.66340 -4.34492 2.05689
H38 0.13711 -5.34281 3.29275
H39 4.55429 0.17968 -0.60633
H40 4.43069 2.89084 0.79452
H41 4.15333 2.60817 -0.93157
H42 5.75935 2.34048 -0.23797
H43 4.82969 0.90487 2.34875
H44 6.15342 0.35463 1.31258
H45 4.81478 -0.74152 1.68817
I1 -3.19316 8.94762 -1.85890
C26 -2.74903 6.96263 -1.34538
C27 -1.47870 6.45695 -1.59431
C28 -1.19359 5.14672 -1.26608
C29 -2.17291 4.33275 -0.69231
C30 -3.44772 4.85349 -0.46044
C31 -3.73462 6.16583 -0.77812
C32 -1.85419 2.97681 -0.27516
O8 -2.71131 2.19159 0.26241
O9 -0.66394 2.50947 -0.29387
H46 -0.71973 7.08503 -2.03904
H47 -0.21023 4.73595 -1.45237
H48 -4.20103 4.21025 -0.02478
H49 -4.71793 6.57070 -0.58536

Atoms 1-3, force components in eV/Å:
0.801 -1.462 2.856
-0.426 -0.088 -0.018
0.255 -0.039 0.024

---

C32H49N2O2P | ωB97M-V/def2-TZVPD

Properties
M = 524.73 g/mol
F_max = 4.4 eV/A
DFT total energy = -1849.9883 a.u.
Highest occupied orbital energy = -5.4 eV
LUMO energy = -1.4 eV

Atoms and positions in Å:
C1 -0.25974 6.87632 1.45292
O1 -1.38178 6.07280 1.83933
C2 -1.34722 4.75555 1.53580
C3 -2.47554 3.94612 1.85637
C4 -2.48013 2.58069 1.53875
C5 -1.35535 1.95610 0.96383
C6 -1.25323 0.50488 0.59559
C7 -0.37360 -0.22539 1.55954
C8 -0.51374 -1.65619 1.62692
C9 0.43575 -2.46256 2.23196
C10 0.36097 -3.99441 2.25826
C11 1.50576 -4.55284 1.41330
C12 -0.97347 -4.46067 1.65698
C13 0.46933 -4.53552 3.68080
C14 1.62769 -1.81461 2.84318
O2 2.58247 -2.51218 3.21570
C15 1.69316 -0.34763 2.90099
C16 2.92358 0.27868 3.56556
C17 3.11657 -0.21954 5.00691
C18 2.80830 1.80939 3.60173
C19 4.17876 -0.08847 2.75795
C20 0.67672 0.37985 2.29919
C21 -0.25268 2.78155 0.66515
C22 -0.25551 4.15738 0.87437
H1 -0.54059 7.90139 1.72773
H2 0.64963 6.57638 2.00034
H3 -0.10516 6.80543 0.36389
H4 -3.30773 4.41078 2.38376
H5 -3.33852 1.97810 1.83560
H6 -2.22206 0.03591 0.40002
H7 -1.45315 -2.11033 1.22818
H8 2.45616 -4.27107 1.86653
H9 1.43783 -5.64044 1.37913
H10 1.46839 -4.16166 0.39065
H11 -1.83191 -4.08880 2.24851
H12 -1.08215 -4.12983 0.60441
H13 -1.00997 -5.56202 1.65121
H14 -0.33498 -4.15255 4.31268
H15 0.41480 -5.62357 3.64932
H16 1.42293 -4.24657 4.11513
H17 3.24749 -1.30347 5.00590
H18 4.02091 0.24162 5.41914
H19 2.25695 0.04400 5.63452
H20 2.67912 2.23164 2.58900
H21 1.97418 2.13346 4.24981
H22 3.73623 2.23608 4.01988
H23 4.07786 0.25110 1.71942
H24 5.05755 0.37544 3.21694
H25 4.30284 -1.17357 2.77025
H26 0.65544 1.45847 2.46243
H27 0.64834 2.29630 0.26095
H28 0.63535 4.74568 0.61405
C23 0.54144 -3.40376 -2.44912
C24 -0.65825 -2.67482 -3.05644
C25 -0.70778 -3.00543 -4.56988
C26 -1.96937 -3.18115 -2.44597
N1 -0.48319 -1.20145 -2.80560
P1 -1.56505 -0.06559 -2.19170
H29 -0.80935 0.43015 -0.33438
N2 -0.94460 1.13009 -3.20584
C27 -1.63814 2.27171 -3.88478
C28 -0.83736 3.54294 -3.62534
C29 -3.07813 2.41381 -3.38288
C30 -1.71807 2.05726 -5.42245
C31 0.20992 0.69968 -3.81343
C32 0.46581 -0.59386 -3.59249
H30 0.67647 -3.07925 -1.40782
H31 0.36962 -4.48979 -2.48086
H32 1.44204 -3.16747 -3.02297
H33 -1.56424 -2.53122 -5.08270
H34 0.21944 -2.73127 -5.09040
H35 -0.81909 -4.10062 -4.68662
H36 -2.84450 -2.76742 -2.98722
H37 -2.01065 -4.29113 -2.54444
H38 -2.04248 -2.94324 -1.36537
H39 0.11234 3.49318 -4.16089
H40 -1.40577 4.40884 -3.98458
H41 -0.65176 3.64210 -2.55149
H42 -3.70460 1.56517 -3.72391
H43 -3.12056 2.50427 -2.28236
H44 -3.51691 3.34191 -3.81285
H45 -2.30477 1.16045 -5.70347
H46 -2.22444 2.93475 -5.87156
H47 -0.72465 1.99765 -5.89254
H48 0.72104 1.31010 -4.52541
H49 1.21270 -1.16377 -4.10273

Atoms 1-3, force components in eV/Å:
-0.424 -0.094 0.142
0.034 0.363 0.090
-0.139 -1.260 -0.621